Entry 1:
The following is a DFT calculation (ωB97M-V with the def2-TZVPD basis set) of C2H7N3OS as an isolated structure.

**Kohn-Sham gap**: 9.74 eV
**Spin multiplicity**: 1
**HOMO energy**: -9.1523 eV
**Energy above the lowest of the compared OMol25 structures with the same formula, charge and spin**: 140.5 kcal per mole

Each line ends with the Löwdin charge.
Geometry (Å):
C1 1.27 1.46 0.90  -0.225
C2 -0.09 -0.35 -0.29  -0.462
H1 1.80 1.53 2.18  0.127
H2 0.28 2.31 0.94  0.090
H3 2.35 2.00 0.12  0.138
H4 -0.88 -2.14 -1.06  0.046
H5 1.45 -2.12 0.11  -0.138
H6 -1.23 1.53 -0.83  0.175
H7 -2.42 -0.34 -0.31  0.061
N1 1.05 0.06 0.29  -0.079
N2 -0.73 -1.65 -0.19  -0.369
N3 -0.93 0.51 -1.09  -0.011
O1 -2.29 0.06 -1.16  -0.090
S1 0.36 -2.86 0.39  0.736

Entry 2:
The following is a DFT calculation (ωB97M-V with the def2-TZVPD basis set) of one molecule with the formula C2H7N3S2.

**Kohn-Sham gap**: 9.55 eV
**Spin multiplicity**: 1
**HOMO energy**: -8.9521 eV
**Energy above the lowest of the compared OMol25 structures with the same formula, charge and spin**: 6.2 kcal per mole

Each line ends with the Löwdin charge.
Geometry (Å):
H1 2.99 -1.49 -0.08  0.043
N1 2.03 -1.84 0.09  0.101
C1 1.25 -0.82 -0.03  -0.633
N2 1.59 0.42 -0.59  -0.373
S1 1.02 1.92 0.01  0.745
N3 -0.12 -1.02 0.31  -0.303
S2 -1.37 -0.47 -0.75  0.823
C2 -2.31 0.45 0.39  -0.481
H2 2.53 0.44 -0.86  0.050
H3 0.17 2.18 -1.00  -0.140
H4 -0.16 -1.97 0.64  0.072
H5 -1.75 1.30 0.85  0.020
H6 -2.79 -0.01 1.27  0.045
H7 -3.08 0.92 -0.23  0.030

Entry 3:
The following is a DFT calculation (ωB97M-V with the def2-TZVPD basis set) of an isolated ion of composition C2H7N4 and charge +1.

**Charge**: +1
**Kohn-Sham gap**: 11.01 eV
**Spin multiplicity**: 1
**HOMO energy**: -14.6133 eV
**Energy above the lowest of the compared OMol25 structures with the same formula, charge and spin**: 86.6 kcal per mole

Each line ends with the Löwdin charge.
Geometry (Å):
N1 -2.28 0.20 -0.01  0.161
C1 -0.98 -0.10 -0.02  -0.301
N2 -0.39 -1.17 0.02  0.115
C2 1.02 -1.12 0.01  -0.051
N3 1.34 0.48 -0.10  -0.028
N4 0.16 1.29 -0.01  0.089
H1 -2.90 -0.51 0.43  0.148
H2 -2.79 0.80 -0.63  0.121
H3 1.51 -1.24 0.91  0.101
H4 1.31 -1.54 -0.95  0.143
H5 2.24 0.51 0.50  0.217
H6 1.65 0.76 -1.07  0.186
H7 0.12 1.65 0.93  0.099

Entry 4:
The following is a DFT calculation (ωB97M-V with the def2-TZVPD basis set) of C2H7N4 as an isolated structure.

**Charge**: +1
**Kohn-Sham gap**: 7.89 eV
**Spin multiplicity**: 1
**HOMO energy**: -13.7474 eV
**Energy above the lowest of the compared OMol25 structures with the same formula, charge and spin**: 157.9 kcal per mole

Each line ends with the Löwdin charge.
Geometry (Å):
C1 -0.42 0.43 -0.04  -0.037
C2 0.69 0.98 0.61  -0.254
N1 -2.22 0.02 -1.43  0.184
N2 -0.54 -0.84 -0.21  0.124
N3 -1.74 -1.02 -1.09  0.018
N4 1.75 0.09 1.07  0.021
H1 1.15 1.79 0.10  0.139
H2 0.40 1.45 1.50  0.131
H3 -0.20 -1.78 0.00  0.184
H4 -1.95 -1.92 -1.35  0.156
H5 -1.50 0.93 -0.85  0.170
H6 2.63 0.55 1.27  0.095
H7 1.95 -0.67 0.43  0.068

Entry 5:
The following is a DFT calculation (ωB97M-V with the def2-TZVPD basis set) of a 2-piece molecular cluster, C2H7N4 overall.

**Charge**: +1
**Kohn-Sham gap**: 9.56 eV
**Spin multiplicity**: 1
**HOMO energy**: -14.1231 eV
**Energy above the lowest of the compared OMol25 structures with the same formula, charge and spin**: 86.8 kcal per mole

Each line ends with the Löwdin charge.
Geometry (Å):
C1 0.92 1.00 -2.65  -0.327
C2 -0.48 -1.76 0.91  0.161
N1 0.65 2.14 -2.88  0.230
N2 0.89 -0.06 -2.04  0.109
N3 -0.16 -0.51 0.80  -0.081
N4 -0.29 0.33 1.75  0.111
H1 -0.05 -2.43 0.10  0.138
H2 -0.74 -2.17 1.80  0.080
H3 0.39 2.67 -3.65  0.075
H4 1.69 -0.59 -1.91  0.047
H5 0.20 -0.15 -0.18  0.171
H6 -0.59 -0.10 2.62  0.141
H7 -0.67 1.25 1.70  0.146

Entry 6:
The following is a DFT calculation (ωB97M-V with the def2-TZVPD basis set) of an isolated ion of composition C2H7N4O and charge +1.

**Charge**: +1
**Kohn-Sham gap**: 9.94 eV
**Spin multiplicity**: 1
**HOMO energy**: -14.4785 eV
**Energy above the lowest of the compared OMol25 structures with the same formula, charge and spin**: 80.0 kcal per mole

Each line ends with the Löwdin charge.
Geometry (Å):
N1 -0.62 -0.52 1.81  0.126
N2 -0.03 0.06 0.68  -0.216
N3 0.92 0.96 1.03  0.111
C1 -0.28 -0.13 -0.57  -0.239
N4 -1.24 -0.82 -1.17  0.263
C2 0.80 0.44 -1.44  -0.191
O1 0.59 1.23 -2.31  0.169
H1 -1.03 0.11 2.48  0.116
H2 -0.24 -1.47 1.99  0.143
H3 1.93 0.66 1.03  0.152
H4 0.74 1.78 0.43  0.128
H5 -1.35 -0.71 -2.16  0.134
H6 -1.88 -1.47 -0.74  0.145
H7 1.68 -0.13 -1.06  0.159

Entry 7:
The following is a DFT calculation (ωB97M-V with the def2-TZVPD basis set) of an isolated ion of composition C2H7N4O and charge +1.

**Charge**: +1
**Kohn-Sham gap (spin up / spin down)**: 7.64 / 7.64 eV
**Spin multiplicity**: 1
**HOMO energy (spin up / spin down)**: -12.8683 / -12.8688 eV
**Energy above the lowest of the compared OMol25 structures with the same formula, charge and spin**: 153.3 kcal per mole

Each line ends with the Löwdin charge.
Geometry (Å):
N1 0.64 -2.46 -0.59  0.179
O1 0.04 -1.87 -1.64  0.056
C1 -0.39 -0.73 -1.61  0.129
C2 -0.34 0.50 -0.22  -0.273
N2 -1.31 1.46 -0.17  0.144
N3 0.43 0.06 0.67  -0.046
N4 0.83 0.78 1.72  0.056
H1 0.60 -1.87 0.16  0.045
H2 0.66 -3.44 -0.62  0.135
H3 -0.98 -0.22 -2.45  0.163
H4 -1.75 1.63 -1.04  0.085
H5 -1.01 2.31 0.30  0.115
H6 0.31 1.42 2.28  0.096
H7 1.45 0.41 2.43  0.116

Entry 8:
The following is a DFT calculation (ωB97M-V with the def2-TZVPD basis set) of a 2-piece molecular cluster, C2H7N4O overall.

**Charge**: +1
**Kohn-Sham gap (spin up / spin down)**: 7.02 / 6.41 eV
**Spin multiplicity**: 3
**HOMO energy (spin up / spin down)**: -10.0036 / -14.5483 eV
**Energy above the lowest of the compared OMol25 structures with the same formula, charge and spin**: 18.4 kcal per mole

Each line ends with the Löwdin spin population.
Geometry (Å):
C1 -2.59 -1.35 1.77  0.001
C2 0.95 -0.30 0.18  0.569
N1 -3.35 -1.28 2.66  0.002
N2 0.11 -0.17 -0.80  0.649
N3 1.91 0.56 0.41  0.603
N4 0.19 0.95 -1.64  0.075
O1 -1.75 -1.24 0.97  0.008
H1 0.85 -1.18 0.81  0.029
H2 -4.14 -1.72 3.07  0.000
H3 -0.67 -0.83 -0.87  0.007
H4 0.48 0.69 -2.58  0.023
H5 2.56 0.44 1.17  0.012
H6 1.96 1.38 -0.18  0.012
H7 -0.71 1.42 -1.70  0.012

Entry 9:
The following is a DFT calculation (ωB97M-V with the def2-TZVPD basis set) of a 2-piece molecular cluster, C2H7N4O3 overall.

**Charge**: +1
**Kohn-Sham gap**: 10.30 eV
**Spin multiplicity**: 1
**HOMO energy**: -14.3390 eV
**Energy above the lowest of the compared OMol25 structures with the same formula, charge and spin**: 13.0 kcal per mole

Each line ends with the Löwdin charge.
Geometry (Å):
C1 -0.41 -0.91 1.28  -0.051
C2 -0.90 -0.33 -1.02  -0.548
N1 -1.43 0.53 -1.86  0.193
N2 -0.96 -0.04 0.38  0.154
N3 2.26 1.40 0.86  -0.086
N4 -0.01 -2.14 0.94  0.236
O1 -0.39 -1.37 -1.41  0.078
O2 2.28 2.36 -0.08  0.035
O3 1.17 1.18 1.27  -0.014
H1 -1.85 1.52 -1.63  0.190
H2 -1.71 0.22 -2.79  0.139
H3 -1.07 0.85 0.76  0.122
H4 -0.18 -2.46 -0.05  0.144
H5 0.51 -2.56 1.64  0.114
H6 3.18 2.27 -0.52  0.157
H7 -0.49 -0.53 2.24  0.138

Entry 10:
The following is a DFT calculation (ωB97M-V with the def2-TZVPD basis set) of an isolated ion of composition C2H7N4S and charge +1.

**Charge**: +1
**Kohn-Sham gap (spin up / spin down)**: 8.16 / 8.16 eV
**Spin multiplicity**: 1
**HOMO energy (spin up / spin down)**: -12.9384 / -12.9372 eV
**Energy above the lowest of the compared OMol25 structures with the same formula, charge and spin**: 96.2 kcal per mole

Each line ends with the Löwdin charge.
Geometry (Å):
N1 -2.05 -0.55 0.33  0.089
N2 -0.95 -0.99 -0.08  0.009
C1 0.31 -1.24 1.05  0.023
N3 1.27 -0.50 0.86  0.075
C2 1.61 0.22 -0.29  -0.234
N4 0.34 0.45 -0.98  -0.470
S1 -0.37 1.94 -1.15  0.883
H1 -2.83 -0.67 -0.24  0.113
H2 -2.10 -0.07 1.32  0.201
H3 0.01 -1.82 1.87  0.109
H4 2.09 1.24 -0.08  0.149
H5 2.42 -0.16 -0.91  0.144
H6 0.07 -0.22 -1.62  0.051
H7 0.19 2.36 -0.07  -0.141

Entry 11:
The following is a DFT calculation (ωB97M-V with the def2-TZVPD basis set) of an isolated ion of composition C2H7N4S and charge +1.

**Charge**: +1
**Kohn-Sham gap**: 9.41 eV
**Spin multiplicity**: 1
**HOMO energy**: -13.6305 eV
**Energy above the lowest of the compared OMol25 structures with the same formula, charge and spin**: 106.4 kcal per mole

Each line ends with the Löwdin charge.
Geometry (Å):
C1 0.52 -1.08 -0.73  -0.391
C2 -1.53 -0.25 0.70  -0.463
N1 -1.90 1.78 -0.34  0.175
N2 -2.23 0.69 0.10  -0.060
N3 0.38 0.30 1.22  0.010
N4 1.20 -0.47 0.42  -0.167
S1 -1.05 -1.79 -0.03  0.988
H1 0.42 -0.31 -1.62  0.152
H2 0.90 -2.07 -1.09  0.091
H3 -1.77 -0.29 1.68  0.064
H4 -2.74 2.29 -0.67  0.109
H5 0.46 1.21 0.88  0.046
H6 1.64 -1.33 1.05  0.257
H7 1.99 0.14 0.19  0.189

Entry 12:
The following is a DFT calculation (ωB97M-V with the def2-TZVPD basis set) of one molecule with the formula C2H7N5.

**Kohn-Sham gap (spin up / spin down)**: 7.75 / 7.67 eV
**Spin multiplicity**: 1
**HOMO energy (spin up / spin down)**: -7.6122 / -7.5928 eV
**Energy above the lowest of the compared OMol25 structures with the same formula, charge and spin**: 154.1 kcal per mole

Each line ends with the Löwdin charge.
Geometry (Å):
C1 1.25 1.15 0.23  -0.096
C2 1.30 -0.27 -0.27  -0.142
N1 -2.03 0.04 0.67  -0.141
N2 -0.97 -0.08 0.13  -0.018
N3 -3.04 0.71 0.34  0.014
N4 -0.22 -2.10 -0.65  0.106
N5 -0.04 -0.95 -0.15  -0.245
H1 1.08 1.31 1.29  0.088
H2 2.08 1.75 -0.05  0.069
H3 0.40 1.53 -0.22  0.040
H4 1.47 -0.18 -1.44  0.162
H5 2.01 -0.93 0.14  0.094
H6 -3.90 0.56 0.94  0.050
H7 0.60 -2.53 -0.95  0.018

Entry 13:
The following is a DFT calculation (ωB97M-V with the def2-TZVPD basis set) of one molecule with the formula C2H7NO.

**Kohn-Sham gap**: 10.03 eV
**Spin multiplicity**: 1
**HOMO energy**: -9.1135 eV
**Energy above the lowest of the compared OMol25 structures with the same formula, charge and spin**: 41.6 kcal per mole

Each line ends with the Löwdin charge.
Geometry (Å):
N1 1.55 -0.43 -0.14  -0.007
C1 0.66 0.53 0.36  -0.310
C2 -0.80 0.58 -0.28  -0.316
O1 -1.44 -0.63 -0.01  -0.170
H1 2.03 -0.17 -0.95  0.058
H2 1.18 -1.39 -0.11  0.086
H3 1.14 1.50 0.25  0.108
H4 0.46 0.29 1.46  0.115
H5 -0.72 0.70 -1.34  0.090
H6 -1.52 1.40 0.10  0.127
H7 -0.98 -0.89 1.07  0.218

Entry 14:
The following is a DFT calculation (ωB97M-V with the def2-TZVPD basis set) of a 2-piece molecular cluster, C2H7NO2 overall.

**Kohn-Sham gap**: 10.79 eV
**Spin multiplicity**: 1
**HOMO energy**: -10.2664 eV
**Energy above the lowest of the compared OMol25 structures with the same formula, charge and spin**: 38.2 kcal per mole

Each line ends with the Löwdin charge.
Geometry (Å):
N1 1.62 -2.09 -0.33  0.108
C1 1.91 -1.69 -1.61  -0.415
O1 1.94 -2.46 -2.54  0.021
H1 0.86 -2.72 -0.20  0.091
H2 1.85 -1.43 0.36  0.074
H3 2.18 -0.62 -1.65  0.122
C2 -1.45 1.66 1.15  -0.168
O2 -2.19 2.79 0.66  -0.131
H4 -1.23 1.04 0.28  0.072
H5 -1.96 1.17 1.98  0.073
H6 -0.54 1.95 1.67  0.075
H7 -2.97 2.40 0.24  0.079

Entry 15:
The following is a DFT calculation (ωB97M-V with the def2-TZVPD basis set) of a 2-piece molecular cluster, C2H7NO2 overall.

**Kohn-Sham gap**: 10.74 eV
**Spin multiplicity**: 1
**HOMO energy**: -10.0120 eV
**Energy above the lowest of the compared OMol25 structures with the same formula, charge and spin**: 50.9 kcal per mole

Each line ends with the Löwdin charge.
Geometry (Å):
C1 -1.88 0.13 0.53  -0.152
O1 -2.46 1.15 0.78  -0.008
H1 -1.36 -0.43 1.32  0.083
H2 -1.82 -0.20 -0.52  0.081
N1 1.58 0.64 0.25  0.028
C2 1.54 -0.76 -0.08  -0.354
O2 0.80 -1.09 -1.25  -0.085
H3 0.66 1.05 0.29  0.050
H4 2.26 1.15 -0.29  0.072
H5 1.05 -1.26 0.75  0.097
H6 2.55 -1.17 -0.14  0.113
H7 0.75 -0.32 -1.81  0.074

Entry 16:
The following is a DFT calculation (ωB97M-V with the def2-TZVPD basis set) of C2H7NO2 as an isolated structure.

**Kohn-Sham gap**: 9.45 eV
**Spin multiplicity**: 1
**HOMO energy**: -9.1795 eV
**Energy above the lowest of the compared OMol25 structures with the same formula, charge and spin**: 26.4 kcal per mole

Each line ends with the Löwdin charge.
Geometry (Å):
O1 1.91 1.30 1.43  0.033
C1 1.13 0.61 0.76  -0.620
O2 0.58 1.00 -0.38  -0.020
C2 0.76 -0.79 1.18  -0.019
H1 0.59 -1.33 0.19  0.090
H2 1.69 -1.26 1.58  0.095
H3 -0.06 -0.89 1.87  0.072
N1 -1.38 0.21 -1.35  0.112
H4 -1.80 1.13 -1.31  0.096
H5 -2.18 -0.38 -1.12  0.093
H6 -0.88 -0.05 -2.22  0.111
H7 -0.34 0.45 -0.64  -0.042

Entry 17:
The following is a DFT calculation (ωB97M-V with the def2-TZVPD basis set) of a 2-piece molecular cluster, C2H7NO2 overall.

**Kohn-Sham gap**: 10.58 eV
**Spin multiplicity**: 1
**HOMO energy**: -9.9848 eV
**Energy above the lowest of the compared OMol25 structures with the same formula, charge and spin**: 27.8 kcal per mole

Each line ends with the Löwdin charge.
Geometry (Å):
N1 0.47 1.37 -0.18  0.108
C1 -0.61 1.41 0.68  -0.429
O1 -1.45 2.27 0.70  0.025
H1 0.30 1.99 -0.96  0.099
H2 0.71 0.42 -0.46  0.051
H3 -0.63 0.55 1.35  0.116
C2 0.63 -2.59 0.09  -0.133
O2 0.77 -1.63 -0.97  -0.147
H4 -0.31 -3.14 0.00  0.081
H5 0.67 -2.08 1.06  0.074
H6 1.45 -3.30 0.01  0.078
H7 -0.09 -1.51 -1.39  0.078

Entry 18:
The following is a DFT calculation (ωB97M-V with the def2-TZVPD basis set) of an isolated ion of composition C2H7NO2P and charge +1.

**Charge**: +1
**Kohn-Sham gap (spin up / spin down)**: 7.89 / 7.77 eV
**Spin multiplicity**: 1
**HOMO energy (spin up / spin down)**: -13.5616 / -13.3665 eV
**Energy above the lowest of the compared OMol25 structures with the same formula, charge and spin**: 72.5 kcal per mole

Each line ends with the Löwdin charge.
Geometry (Å):
C1 -0.55 -1.89 -0.29  -0.159
C2 0.05 0.89 -0.20  -0.374
N1 1.43 0.87 0.42  0.174
O1 -2.44 0.04 -0.15  -0.285
O2 -0.32 2.20 -0.26  0.044
P1 -1.15 -0.29 0.33  0.781
H1 -1.01 -2.66 0.22  0.032
H2 0.45 -2.17 -0.16  0.041
H3 -0.81 -1.87 -1.31  0.057
H4 2.03 1.69 0.06  0.205
H5 1.52 1.01 1.43  0.164
H6 2.08 0.06 0.13  0.203
H7 -1.29 2.12 -0.22  0.117

Entry 19:
The following is a DFT calculation (ωB97M-V with the def2-TZVPD basis set) of C2H7NO2S as an isolated structure.

**Kohn-Sham gap (spin up / spin down)**: 8.98 / 8.98 eV
**Spin multiplicity**: 1
**HOMO energy (spin up / spin down)**: -8.9293 / -8.9288 eV
**Energy above the lowest of the compared OMol25 structures with the same formula, charge and spin**: 85.8 kcal per mole

Each line ends with the Löwdin charge.
Geometry (Å):
C1 2.13 -0.87 0.11  -0.113
C2 -2.50 0.27 0.11  -0.276
N1 1.34 0.03 -0.74  -0.305
O1 0.19 1.24 1.05  -0.455
O2 -1.62 0.39 -0.97  -0.416
S1 0.26 1.25 -0.38  1.047
H1 2.12 -0.66 1.22  0.089
H2 1.83 -1.95 -0.06  0.105
H3 3.16 -0.49 -0.04  0.086
H4 -1.94 0.07 1.02  0.041
H5 -3.38 -0.42 0.06  0.086
H6 -2.91 1.31 0.30  0.076
H7 1.31 -0.16 -1.67  0.034